1.
{
  "formula": "C15H23FN2O4S",
  "method": "wB97M-V/def2-TZVPD",
  "orbital_gap_ev": 9.02,
  "mol_weight_g_mol": 346.424,
  "smiles": "CCOc1cc(S(=O)(=O)NCCCN2CCOCC2)ccc1F",
  "e_tot_ha": -1493.852827,
  "total_charge": 0,
  "largest_force_ev_per_a": 0.94,
  "e_lumo_ev": 0.598,
  "e_above_lowest_kcal_mol": 4.8,
  "elements": ["C", "C", "O", "C", "C", "C", "S", "O", "O", "N", "C", "C", "C", "N", "C", "C", "O", "C", "C", "C", "C", "C", "F", "H", "H", "H", "H", "H", "H", "H", "H", "H", "H", "H", "H", "H", "H", "H", "H", "H", "H", "H", "H", "H", "H", "H"],
  "positions_angstrom": [[6.09609, 1.38416, -1.92261], [5.01442, 1.63357, -2.96672], [3.70389, 1.45037, -2.44484], [3.20164, 0.22985, -2.17654], [1.97875, 0.22716, -1.49309], [1.33972, -0.94781, -1.17636], [-0.20123, -0.85198, -0.26770], [-0.82585, -2.14831, -0.31215], [-0.93595, 0.29168, -0.70912], [0.41081, -0.55072, 1.25826], [-0.26262, 0.40004, 2.12016], [-1.19306, -0.24772, 3.14570], [-2.35441, -0.98770, 2.47479], [-3.09147, -0.11032, 1.59134], [-3.78734, -0.80412, 0.52299], [-4.31897, 0.23856, -0.45745], [-5.19948, 1.14175, 0.17880], [-4.55094, 1.78482, 1.24747], [-4.01605, 0.77758, 2.26753], [1.87300, -2.17762, -1.51201], [3.07702, -2.20656, -2.18898], [3.72289, -1.02516, -2.51382], [4.89604, -1.14785, -3.18341], [6.12462, 0.33813, -1.62952], [5.90600, 1.98991, -1.03980], [7.06395, 1.65311, -2.33541], [5.17734, 1.01720, -3.85501], [5.02291, 2.68450, -3.26769], [1.52887, 1.16915, -1.22782], [0.64377, -1.41693, 1.71964], [-0.84237, 1.04361, 1.45749], [0.50165, 0.99563, 2.63227], [-1.57395, 0.53438, 3.80365], [-0.62947, -0.95498, 3.75993], [-1.95026, -1.79916, 1.86490], [-2.99971, -1.43604, 3.25253], [-3.08370, -1.45558, 0.00492], [-4.62762, -1.40810, 0.91289], [-4.89291, -0.23400, -1.25589], [-3.46132, 0.77828, -0.88165], [-5.29097, 2.44566, 1.70410], [-3.70721, 2.38016, 0.86687], [-3.49808, 1.31468, 3.06372], [-4.86370, 0.22012, 2.70976], [1.33827, -3.07698, -1.25751], [3.53697, -3.13646, -2.48463]],
  "forces_ev_per_a": [[-0.399, 0.003, -0.161], [0.575, 0.119, -0.078], [-0.182, -0.003, -0.016], [-0.340, -0.294, 0.208], [0.298, 0.089, -0.216], [-0.478, -0.079, 0.142], [0.868, -0.326, 0.170], [0.293, -0.024, 0.008], [0.157, 0.268, 0.065], [-0.356, -0.220, -0.755], [-0.234, 0.487, 0.366], [-0.069, -0.074, -0.377], [0.062, 0.060, 0.218], [-0.065, -0.091, 0.054], [-0.134, 0.210, -0.273], [0.128, -0.378, -0.053], [-0.169, 0.009, 0.003], [0.045, 0.058, 0.383], [-0.078, 0.239, -0.239], [-0.076, -0.105, -0.013], [-0.004, 0.221, 0.044], [0.036, -0.075, -0.014], [-0.140, 0.141, 0.059], [0.040, -0.081, 0.027], [0.029, 0.072, 0.069], [0.139, 0.022, -0.030], [-0.099, 0.110, 0.098], [0.004, -0.161, 0.001], [0.025, 0.224, 0.007], [0.115, -0.261, -0.052], [0.038, 0.151, 0.209], [-0.122, -0.009, -0.091], [0.056, 0.003, 0.099], [-0.001, 0.024, 0.125], [-0.085, -0.048, 0.092], [0.052, -0.039, -0.107], [-0.099, -0.039, 0.018], [0.058, 0.003, -0.050], [0.085, 0.002, 0.006], [-0.099, -0.041, -0.011], [0.103, -0.005, 0.004], [-0.061, 0.009, 0.057], [-0.041, 0.031, 0.038], [0.083, 0.037, 0.013], [-0.015, -0.168, -0.011], [0.055, -0.071, -0.035]]
}

***

2.
{
  "formula": "C20H27N5O2",
  "method": "wB97M-V/def2-TZVPD",
  "orbital_gap_ev": 8.03,
  "mol_weight_g_mol": 369.469,
  "e_tot_ha": -1201.855226,
  "total_charge": 0,
  "largest_force_ev_per_a": 19.37,
  "e_lumo_ev": -0.374,
  "e_above_lowest_kcal_mol": 510.0,
  "elements": ["C", "H", "H", "C", "N", "C", "N", "C", "C", "C", "O", "N", "C", "O", "N", "C", "H", "H", "H", "C", "H", "H", "H", "N", "C", "H", "C", "H", "H", "C", "C", "C", "C", "C", "C", "C", "H", "H", "H", "H", "H", "H", "H", "H", "C", "C", "H", "H", "H", "H", "H", "H", "H", "H"],
  "positions_angstrom": [[-1.51907, -4.43750, -1.15098], [-1.52789, -4.92605, -2.20808], [-2.25740, -3.68632, -1.10032], [-0.22600, -3.65301, -1.24248], [-0.04932, -3.02291, -0.15585], [-0.77534, -1.73616, 0.09556], [-1.70500, -1.43261, -0.71511], [-2.01451, -0.03210, -0.68496], [-1.38650, 0.41596, 0.47376], [-1.50950, 1.63574, 1.11378], [-1.07458, 2.36460, 2.12968], [-2.59488, 2.49939, 0.27283], [-3.15360, 1.80377, -0.86586], [-3.95903, 2.79576, -1.26762], [-2.91068, 0.70092, -1.34666], [-3.65074, 0.17498, -2.26232], [-4.15317, -0.81800, -2.06374], [-2.88281, -0.15360, -3.05097], [-4.10553, 1.11080, -2.84291], [-2.83974, 3.79553, 0.93962], [-2.26607, 3.93996, 1.62328], [-3.99258, 3.91657, 1.20047], [-2.57439, 4.58057, 0.09474], [-0.57048, -0.60993, 1.13128], [0.52832, -0.31836, 1.70434], [0.59439, -1.28578, 2.65891], [1.92354, -0.56205, 1.29744], [2.16814, -1.11686, 0.68977], [2.58025, -0.32800, 2.20272], [2.04419, 0.80375, 0.44763], [3.40346, 1.05784, -0.25047], [4.33331, 1.69464, 0.29404], [5.67974, 1.82226, -0.07085], [5.95578, 0.93986, -1.25231], [4.98339, 0.22518, -1.85084], [3.77495, 0.43429, -1.30385], [3.01059, -0.36597, -2.00552], [5.26524, -0.24695, -2.47888], [6.96162, 1.16074, -1.61480], [6.27885, 2.51933, 0.49419], [4.19106, 2.20437, 1.46849], [1.62740, 1.81432, 1.18448], [1.18410, 0.69858, -0.40188], [0.24779, 0.29910, 2.49965], [0.13620, -3.52448, 1.13378], [-0.78712, -3.81370, 2.14592], [-0.54959, -4.41717, 3.08033], [-1.62420, -4.43145, 1.71381], [-1.29461, -2.68956, 2.37483], [0.46100, -4.50392, 0.93927], [1.09646, -3.05143, 1.68206], [-0.27640, -2.86765, -2.09526], [0.77367, -4.21604, -1.43172], [-1.49321, -5.29373, -0.37205]],
  "forces_ev_per_a": [[1.719, -3.588, -3.013], [-0.818, 0.349, 1.763], [-1.294, 0.238, 0.481], [0.319, -3.463, -7.305], [-0.851, 11.439, 10.229], [1.419, 0.361, 0.540], [-1.929, 2.444, -3.378], [3.501, -3.298, 5.342], [1.728, -1.748, 0.917], [-2.484, 9.011, 2.243], [-0.749, -5.235, -4.094], [4.986, -6.918, 2.539], [-4.873, 18.016, 5.196], [0.807, -4.850, -1.760], [4.337, -4.093, 3.370], [-2.673, -2.292, -9.841], [-0.264, 1.670, 0.267], [-1.127, 0.011, 0.452], [-0.266, -2.507, 1.445], [-9.057, -0.010, -11.652], [6.536, 1.047, 8.201], [2.541, -0.272, -0.528], [-0.916, -1.201, 1.718], [-7.354, -3.719, -9.887], [4.833, -5.816, 9.099], [-0.572, 1.738, -1.626], [-2.544, 16.111, 9.460], [4.032, -11.420, -10.117], [-0.722, -1.222, -1.307], [-1.946, 2.565, -0.767], [-8.064, -1.813, 1.749], [7.181, 7.179, 9.564], [-2.201, -2.983, -3.217], [3.013, 5.104, 3.679], [-3.382, 11.215, 13.893], [-3.819, -8.024, -8.494], [1.215, 2.556, 2.469], [4.823, -10.882, -14.419], [-0.076, -1.065, -0.376], [0.608, -0.382, -0.394], [-0.231, -1.210, -3.448], [1.605, -3.055, -2.305], [2.051, 0.382, 1.734], [0.909, 2.453, 0.784], [7.675, -2.130, 0.652], [-6.993, 2.291, 2.740], [0.612, 1.368, -1.255], [0.364, 0.722, 0.370], [0.800, -3.129, 0.409], [1.538, -1.719, -0.548], [-1.796, -0.595, -1.440], [-0.091, -1.470, 1.125], [-1.802, 0.113, -0.083], [-0.254, 1.728, -1.176]]
}